## A
# C21H28Cl3MgOSbTe

C21H28Cl3MgOSbTe as an isolated structure (ωB97M-V with the def2-TZVPD basis set, the OMol25 dataset).

The calculation puts the orbital gap at 0.2893 Ha. As for the charge: 0.

Last column: natural (NBO) charge in e.
Atoms and positions in Å:
Mg (0.166, -1.155, -2.706)  1.564
Cl (-6.568, 0.683, -4.178)  0.024
C (-4.873, 0.568, -3.868)  -0.071
C (-4.243, -0.691, -3.783)  -0.233
C (-2.931, -0.810, -3.358)  -0.076
Cl (-2.016, -2.387, -3.227)  -0.074
C (-2.172, 0.338, -3.079)  0.287
O (-0.923, 0.350, -2.546)  -0.968
C (-2.793, 1.627, -3.294)  -0.105
Cl (-1.890, 3.060, -3.210)  0.060
C (-4.110, 1.697, -3.712)  -0.221
H (-4.872, -1.522, -4.108)  0.245
H (-4.535, 2.686, -3.891)  0.241
Te (2.603, -2.374, -2.546)  -0.387
C (3.773, -0.708, -2.874)  -0.254
C (4.266, -0.408, -4.126)  -0.251
C (5.080, 0.712, -4.300)  -0.202
C (5.415, 1.539, -3.233)  -0.217
C (5.022, 1.162, -1.939)  -0.204
C (4.122, 0.110, -1.787)  -0.245
H (3.955, -1.034, -4.946)  0.218
H (5.412, 1.009, -5.306)  0.213
H (6.045, 2.376, -3.479)  0.216
H (5.351, 1.705, -1.061)  0.216
H (3.691, -0.127, -0.808)  0.217
C (-1.705, 0.572, 4.339)  -0.628
C (-2.077, 0.777, 2.879)  -0.491
C (-3.458, 0.298, 2.605)  -0.636
Sb (-0.764, -0.384, 1.521)  0.902
C (0.038, -2.033, 2.881)  -0.464
C (1.132, -2.800, 2.151)  -0.634
C (-1.164, -2.860, 3.282)  -0.637
C (1.203, 0.650, 1.665)  -0.493
C (1.169, 1.647, 0.523)  -0.633
C (1.299, 1.394, 3.015)  -0.627
H (-2.020, 1.430, 4.888)  0.211
H (-0.650, 0.380, 4.592)  0.212
H (-2.260, -0.326, 4.648)  0.202
H (-1.940, 1.805, 2.587)  0.213
H (-3.546, -0.794, 2.601)  0.203
H (-3.850, 0.615, 1.614)  0.220
H (-4.165, 0.623, 3.398)  0.209
H (0.480, -1.590, 3.781)  0.201
H (0.788, -3.281, 1.210)  0.208
H (1.620, -3.556, 2.806)  0.210
H (1.931, -2.082, 1.882)  0.209
H (-1.754, -3.237, 2.418)  0.200
H (-1.822, -2.319, 3.943)  0.207
H (-0.809, -3.783, 3.775)  0.201
H (1.948, -0.165, 1.578)  0.213
H (0.218, 2.140, 0.434)  0.203
H (1.435, 1.185, -0.467)  0.213
H (1.898, 2.444, 0.721)  0.202
H (0.417, 2.066, 3.078)  0.198
H (2.207, 2.037, 3.120)  0.207
H (1.226, 0.742, 3.894)  0.206

---

## B
# C21H28Cl3MgOSbTe

C21H28Cl3MgOSbTe as an isolated structure (ωB97M-V with the def2-TZVPD basis set, the OMol25 dataset).

The calculation puts the orbital gap at 0.2687 Ha. As for the charge: 0.

Last column: natural (NBO) charge in e.
Atoms and positions in Å:
Mg (-12.474, 9.000, -10.140)  1.504
Cl (-13.620, 11.766, -16.230)  0.018
C (-13.064, 11.818, -14.612)  -0.086
C (-12.185, 10.874, -14.096)  -0.248
C (-12.127, 10.575, -12.746)  -0.124
Cl (-11.008, 9.326, -12.181)  -0.040
C (-12.986, 11.228, -11.830)  0.311
O (-13.137, 10.846, -10.588)  -0.910
C (-13.630, 12.397, -12.391)  -0.141
Cl (-14.622, 13.278, -11.376)  0.055
C (-13.666, 12.700, -13.743)  -0.212
H (-11.452, 10.382, -14.700)  0.232
H (-14.308, 13.515, -14.077)  0.242
Te (-10.573, 8.756, -7.914)  -0.429
C (-10.504, 6.708, -7.199)  -0.195
C (-9.910, 5.695, -7.955)  -0.286
C (-9.752, 4.450, -7.427)  -0.203
C (-10.089, 4.192, -6.070)  -0.236
C (-10.749, 5.189, -5.343)  -0.212
C (-11.145, 6.400, -5.964)  -0.257
H (-9.615, 5.922, -8.978)  0.216
H (-9.322, 3.674, -8.032)  0.206
H (-9.842, 3.215, -5.659)  0.216
H (-11.136, 4.979, -4.320)  0.215
H (-11.760, 7.182, -5.459)  0.230
C (-16.492, 5.787, -11.590)  -0.642
C (-15.686, 7.058, -11.314)  -0.454
C (-15.919, 8.170, -12.300)  -0.645
Sb (-13.539, 6.557, -11.522)  0.716
C (-12.845, 4.654, -10.405)  -0.374
C (-13.453, 3.460, -11.020)  -0.650
C (-13.335, 4.998, -9.009)  -0.649
C (-12.729, 6.038, -13.589)  -0.438
C (-11.562, 5.002, -13.601)  -0.635
C (-13.866, 5.691, -14.562)  -0.642
H (-17.548, 6.099, -11.402)  0.214
H (-16.297, 4.962, -10.916)  0.213
H (-16.336, 5.369, -12.632)  0.212
H (-15.796, 7.428, -10.246)  0.231
H (-15.679, 7.840, -13.328)  0.205
H (-15.203, 9.006, -12.114)  0.222
H (-16.946, 8.515, -12.309)  0.227
H (-11.765, 4.801, -10.546)  0.220
H (-14.506, 3.356, -10.617)  0.211
H (-12.829, 2.604, -10.731)  0.223
H (-13.525, 3.499, -12.134)  0.209
H (-14.419, 5.223, -9.115)  0.190
H (-12.847, 5.891, -8.614)  0.236
H (-13.168, 4.187, -8.269)  0.226
H (-12.268, 7.041, -13.799)  0.223
H (-11.944, 3.964, -13.574)  0.209
H (-10.896, 5.107, -12.728)  0.216
H (-10.991, 5.135, -14.538)  0.225
H (-14.624, 4.920, -14.194)  0.203
H (-13.474, 5.254, -15.446)  0.216
H (-14.398, 6.623, -14.824)  0.218

---

Which one is most stable, and which one is least stable? A is the most stable of them, while B is the least stable.

---

## A
# C7H14

The molecule C7H14 (ωB97M-V with the def2-TZVPD basis set, the OMol25 dataset).

The calculation puts the orbital gap at 0.3960 Ha. Its SMILES is CC[C@@]1(C)C[C@H]1C. As for the charge: 0.

Last column: natural (NBO) charge in e.
Atoms and positions in Å:
C (1.661, -0.919, 0.953)  -0.616
C (1.104, -0.614, -0.450)  -0.397
C (0.072, 0.503, -0.448)  -0.048
C (0.682, 1.882, -0.280)  -0.596
C (-1.127, 0.404, -1.353)  -0.420
C (-1.300, 0.259, 0.135)  -0.224
C (-1.709, -1.072, 0.728)  -0.608
H (2.745, -1.062, 0.946)  0.210
H (1.447, -0.104, 1.651)  0.205
H (1.212, -1.825, 1.374)  0.208
H (1.915, -0.315, -1.128)  0.206
H (0.676, -1.526, -0.883)  0.204
H (1.308, 2.122, -1.148)  0.206
H (1.315, 1.943, 0.614)  0.207
H (-0.088, 2.657, -0.197)  0.208
H (-1.482, 1.309, -1.840)  0.212
H (-1.231, -0.496, -1.956)  0.209
H (-1.741, 1.118, 0.641)  0.208
H (-1.444, -1.139, 1.790)  0.209
H (-1.223, -1.906, 0.212)  0.204
H (-2.792, -1.219, 0.639)  0.212

---

## B
# C7H14

The molecule C7H14 (ωB97M-V with the def2-TZVPD basis set, the OMol25 dataset).

The calculation puts the orbital gap at 0.4142 Ha. Its SMILES is C[C@@H]1[C@H](C)C[C@@H]1C. As for the charge: 0.

Last column: natural (NBO) charge in e.
Atoms and positions in Å:
C (0.532, -0.737, -1.436)  -0.629
C (-0.617, -0.083, -0.665)  -0.205
C (-0.209, 1.298, -0.022)  -0.205
C (0.929, 2.139, -0.601)  -0.615
C (0.044, 0.534, 1.305)  -0.402
C (-0.879, -0.590, 0.781)  -0.209
C (-0.635, -2.061, 1.057)  -0.619
H (0.263, -1.750, -1.756)  0.213
H (1.468, -0.788, -0.864)  0.202
H (0.754, -0.175, -2.353)  0.216
H (-1.545, -0.254, -1.268)  0.201
H (-1.097, 1.931, 0.089)  0.203
H (1.860, 1.566, -0.693)  0.203
H (0.678, 2.531, -1.594)  0.210
H (1.145, 3.001, 0.046)  0.213
H (-0.249, 1.018, 2.244)  0.205
H (1.090, 0.210, 1.391)  0.196
H (-1.915, -0.339, 1.050)  0.196
H (0.228, -2.375, 0.446)  0.203
H (-0.400, -2.337, 2.090)  0.213
H (-1.445, -2.740, 0.752)  0.210

---

## C
# C7H14

The molecule C7H14 (ωB97M-V with the def2-TZVPD basis set, the OMol25 dataset).

The calculation puts the orbital gap at 0.3754 Ha. Its SMILES is C=C(CC)CCC. As for the charge: 0.

Last column: natural (NBO) charge in e.
Atoms and positions in Å:
C (1.718, -0.976, -0.431)  -0.444
C (0.859, 0.011, -0.106)  0.061
C (0.645, 1.258, -0.941)  -0.454
C (1.090, 1.098, -2.417)  -0.610
C (0.119, -0.072, 1.178)  -0.438
C (-1.428, -0.015, 1.060)  -0.406
C (-2.057, -1.222, 1.772)  -0.608
H (1.686, -1.867, 0.177)  0.200
H (2.188, -0.931, -1.404)  0.197
H (-0.371, 1.632, -0.849)  0.214
H (1.348, 1.985, -0.520)  0.220
H (0.518, 1.761, -3.068)  0.212
H (0.971, 0.068, -2.748)  0.209
H (2.130, 1.380, -2.582)  0.207
H (0.325, -1.014, 1.694)  0.207
H (0.474, 0.740, 1.828)  0.209
H (-1.673, 0.984, 1.417)  0.205
H (-1.851, -0.131, 0.053)  0.203
H (-1.999, -1.146, 2.862)  0.203
H (-3.127, -1.426, 1.633)  0.210
H (-1.565, -2.117, 1.390)  0.204

---

## D
# C7H14

The molecule C7H14 (ωB97M-V with the def2-TZVPD basis set, the OMol25 dataset).

The calculation puts the orbital gap at 0.4090 Ha. Its SMILES is CC(C)(C)C1CC1. As for the charge: 0.

Last column: natural (NBO) charge in e.
Atoms and positions in Å:
C (-0.616, 1.657, 0.582)  -0.599
C (-0.512, 0.169, 0.221)  -0.056
C (-1.102, -0.043, -1.177)  -0.611
C (-1.321, -0.662, 1.223)  -0.598
C (0.951, -0.259, 0.331)  -0.217
C (2.009, 0.135, -0.657)  -0.426
C (1.598, -1.310, -0.527)  -0.425
H (-0.177, 1.860, 1.567)  0.207
H (-0.089, 2.277, -0.153)  0.209
H (-1.665, 1.976, 0.608)  0.205
H (-2.139, 0.314, -1.196)  0.212
H (-0.549, 0.510, -1.946)  0.207
H (-1.112, -1.103, -1.453)  0.208
H (-0.941, -0.522, 2.243)  0.206
H (-2.379, -0.375, 1.213)  0.205
H (-1.251, -1.729, 0.980)  0.210
H (1.293, -0.251, 1.365)  0.212
H (1.716, 0.667, -1.559)  0.210
H (2.972, 0.441, -0.261)  0.214
H (2.292, -2.006, -0.063)  0.214
H (1.023, -1.744, -1.341)  0.213

---

Which one is most stable, and which one is least stable? D is the most stable of them, while C is the least stable.

---

## A
# C7H14

A 2-piece molecular cluster, C7H14 overall (ωB97M-V with the def2-TZVPD basis set, the OMol25 dataset).

The calculation puts the orbital gap at 0.3792 Ha. Its SMILES is C=C(C)C.C=CC. As for the charge: 0.

Last column: natural (NBO) charge in e.
Atoms and positions in Å:
C (-1.772, -0.472, 1.109)  -0.433
C (-1.436, 0.446, 0.202)  0.044
C (-1.055, 1.851, 0.588)  -0.647
C (-1.420, 0.151, -1.274)  -0.651
H (-1.786, -0.246, 2.173)  0.195
H (-2.052, -1.483, 0.819)  0.193
H (-1.022, 1.979, 1.674)  0.214
H (-0.068, 2.101, 0.179)  0.218
H (-1.767, 2.577, 0.176)  0.215
H (-2.195, 0.727, -1.796)  0.216
H (-0.454, 0.439, -1.706)  0.222
H (-1.587, -0.911, -1.477)  0.214
C (2.304, 0.325, -0.707)  -0.425
C (1.852, -0.420, 0.298)  -0.157
C (1.487, -1.871, 0.192)  -0.654
H (2.439, -0.092, -1.704)  0.189
H (2.559, 1.373, -0.573)  0.198
H (1.729, 0.035, 1.282)  0.196
H (0.458, -2.030, 0.537)  0.226
H (2.141, -2.490, 0.819)  0.218
H (1.566, -2.224, -0.841)  0.208

---

## B
# C7H14

A 2-piece molecular cluster, C7H14 overall (ωB97M-V with the def2-TZVPD basis set, the OMol25 dataset).

The calculation puts the orbital gap at 0.3177 Ha. As for the charge: 0.

Last column: natural (NBO) charge in e.
Atoms and positions in Å:
C (1.422, -0.543, -1.286)  -0.780
C (0.031, -0.287, -0.834)  0.152
C (0.110, 1.993, -0.100)  -0.615
C (1.096, 1.278, 0.907)  -0.617
C (-0.433, -1.043, 0.301)  -0.439
C (-1.636, -1.845, -0.215)  -0.352
C (-1.840, -0.804, 0.817)  -0.394
H (2.159, -0.981, -0.591)  0.172
H (1.211, -1.269, -2.082)  0.266
H (1.879, 0.324, -1.783)  0.232
H (0.194, 3.005, 0.282)  0.206
H (0.379, 2.033, -1.163)  0.223
H (-0.957, 1.739, -0.072)  0.223
H (1.384, 0.220, 0.924)  0.207
H (2.044, 1.807, 0.801)  0.208
H (0.679, 1.453, 1.899)  0.210
H (0.231, -1.571, 0.995)  0.187
H (-1.934, -1.604, -1.229)  0.243
H (-1.646, -2.892, 0.062)  0.221
H (-2.037, -1.134, 1.834)  0.222
H (-2.337, 0.119, 0.532)  0.225

---

## C
# C7H14

A 2-piece molecular cluster, C7H14 overall (ωB97M-V with the def2-TZVPD basis set, the OMol25 dataset).

The calculation puts the orbital gap at 0.3878 Ha. Its SMILES is C=CCC.C=CC. As for the charge: 0.

Last column: natural (NBO) charge in e.
Atoms and positions in Å:
C (1.439, -0.809, 1.378)  -0.408
C (1.069, -1.629, 0.399)  -0.170
C (-0.290, -2.269, 0.308)  -0.441
C (-1.222, -1.473, -0.611)  -0.601
H (2.411, -0.323, 1.390)  0.198
H (0.764, -0.576, 2.201)  0.193
H (1.759, -1.822, -0.425)  0.194
H (-0.196, -3.300, -0.057)  0.206
H (-0.731, -2.326, 1.311)  0.204
H (-1.313, -0.443, -0.246)  0.215
H (-2.223, -1.915, -0.648)  0.209
H (-0.831, -1.439, -1.635)  0.199
C (-0.797, 2.469, 0.730)  -0.419
C (0.252, 1.993, 0.065)  -0.158
C (0.299, 1.752, -1.414)  -0.654
H (-1.713, 2.757, 0.220)  0.189
H (-0.775, 2.592, 1.811)  0.198
H (1.149, 1.724, 0.619)  0.197
H (-0.638, 2.049, -1.897)  0.210
H (1.122, 2.303, -1.883)  0.217
H (0.467, 0.687, -1.616)  0.221

---

## D
# C7H14

The molecule C7H14 (ωB97M-V with the def2-TZVPD basis set, the OMol25 dataset).

The calculation puts the orbital gap at 0.4089 Ha. Its SMILES is CC(C)(C)C1CC1. As for the charge: 0.

Last column: natural (NBO) charge in e.
Atoms and positions in Å:
C (-0.563, 1.672, 0.549)  -0.598
C (-0.521, 0.175, 0.201)  -0.059
C (-1.150, -0.068, -1.193)  -0.613
C (-1.341, -0.599, 1.245)  -0.596
C (0.940, -0.277, 0.324)  -0.214
C (2.031, 0.104, -0.636)  -0.429
C (1.606, -1.335, -0.507)  -0.423
H (-0.222, 1.843, 1.577)  0.205
H (0.088, 2.253, -0.116)  0.210
H (-1.578, 2.078, 0.464)  0.205
H (-2.130, -0.548, -1.087)  0.213
H (-1.307, 0.863, -1.749)  0.211
H (-0.550, -0.728, -1.826)  0.208
H (-0.948, -0.444, 2.258)  0.204
H (-2.387, -0.267, 1.235)  0.205
H (-1.322, -1.675, 1.033)  0.210
H (1.266, -0.269, 1.365)  0.212
H (1.763, 0.624, -1.552)  0.211
H (2.992, 0.402, -0.224)  0.215
H (2.270, -2.039, -0.015)  0.215
H (1.065, -1.764, -1.345)  0.209

---

Which one is most stable, and which one is least stable? D is the most stable of them, while B is the least stable.